ORCA calculation (the ωB97M-V functional and the def2-TZVPD basis) on a cluster of 11 separate species, H22O11 in total.

Structure (XYZ):
```
33
Properties=species:S:1:pos:R:3:forces:R:3:lowdin_spin:R:1
O 11.178 -1.913 -16.959 -0.4 -1.0 0.1 0.0017
H 11.117 -1.526 -17.833 -0.1 0.1 -0.4 0.0000
H 11.925 -1.474 -16.553 0.7 0.7 0.3 0.0001
O 14.079 -4.943 -12.528 -0.8 -0.8 -0.2 0.0001
H 14.782 -4.471 -12.081 0.7 0.8 0.4 0.0000
H 14.220 -5.861 -12.294 -0.1 -0.4 0.3 0.0000
O 13.100 -0.212 -16.111 0.1 0.0 0.0 0.0001
H 12.870 0.560 -15.594 -0.2 0.4 0.1 0.0000
H 14.010 -0.395 -15.876 0.3 -0.2 -0.1 0.0000
O 10.228 -4.231 -14.964 -0.8 -0.8 1.4 0.6942
H 10.684 -4.508 -15.759 0.7 -0.8 -2.5 0.0031
H 10.565 -3.354 -14.786 0.4 1.9 0.7 0.0072
O 14.089 -5.091 -15.085 -0.4 0.2 -1.5 -0.0016
H 13.968 -5.192 -14.141 0.1 0.1 1.2 0.0000
H 15.032 -5.185 -15.217 0.2 0.0 -0.3 -0.0001
O 15.790 -3.112 -11.499 0.0 -0.5 0.4 0.0000
H 16.731 -3.028 -11.342 0.3 -0.1 0.1 0.0000
H 15.559 -2.330 -12.000 0.0 0.1 -0.4 0.0000
O 12.571 -2.486 -13.893 -0.8 -0.1 -0.5 0.0026
H 13.000 -3.304 -14.145 0.5 -0.3 0.1 -0.0005
H 13.281 -1.933 -13.568 0.4 0.3 0.2 0.0002
O 15.152 -0.962 -12.914 -0.4 0.0 -0.4 0.0001
H 15.233 -0.276 -13.576 0.3 0.2 -0.1 0.0000
H 15.054 -0.488 -12.088 -0.3 0.5 0.5 0.0000
O 12.139 -4.701 -16.872 -1.9 -0.3 0.2 0.2609
H 12.786 -4.934 -16.206 1.6 -0.7 0.9 -0.0005
H 12.110 -3.744 -16.853 0.0 1.3 -0.6 0.0019
O 9.765 -1.000 -14.493 0.1 -0.4 0.5 0.0320
H 10.538 -0.978 -15.057 0.2 0.1 -0.3 -0.0002
H 9.039 -1.189 -15.088 -0.3 0.1 -0.2 -0.0012
O 12.607 0.122 -10.888 0.5 0.0 -0.1 0.0000
H 12.464 -0.764 -11.220 -0.2 -0.3 0.0 0.0000
H 11.873 0.629 -11.236 -0.3 0.2 0.0 0.0000
```
Forces are in eV/Å.

Energy above the lowest of the compared OMol25 structures with the same formula, charge and spin   0.0000 eV
Net charge   +1
Highest occupied orbital energy (alpha / beta)   -0.526 / -0.526 hartree
Frontier orbital gap (alpha / beta)   11.2 / 4.3 eV
Spin multiplicity   2
LUMO level (alpha / beta)   -3.11 / -9.98 eV